41
Properties=species:S:1:pos:R:3:forces:R:3:mulliken_charge:R:1 method="wB97M-V/def2-TZVPD" smiles="CN(C)P(=O)(N(C)C)N(C)C.CC#N.CC#N" total_charge=0 lumo_energy_ev=0.7 homo_ev=-8.672 total_energy_ha=-1085.83530 orbital_gap_ev=9.35
C -2.9764 -0.7146 -1.7105 -0.05 -0.14 -0.07 -0.9928
N -1.6483 -0.3015 -1.3049 -0.05 0.04 -0.33 0.2873
C -1.0869 0.9124 -1.8820 -0.18 0.44 0.21 -0.9460
P -0.6795 -1.2520 -0.3704 -0.21 0.02 0.18 0.3426
O 0.6283 -0.6004 -0.1883 0.27 0.24 0.16 -0.9430
N -1.4308 -1.5726 1.0681 0.06 -0.25 0.16 0.2119
C -1.2386 -0.5783 2.1082 0.10 0.47 0.00 -1.0751
C -2.6136 -2.4069 1.2056 0.09 -0.05 -0.43 -1.1711
N -0.6981 -2.7380 -1.0972 -0.22 -0.25 -0.29 0.2343
C -0.1007 -3.8447 -0.3689 0.49 0.09 0.15 -1.0109
C -0.3780 -2.7517 -2.5187 0.17 -0.37 0.07 -1.0247
H -3.7513 -0.3636 -1.0225 -0.05 0.06 -0.08 0.2345
H -3.0444 -1.8037 -1.7713 0.01 0.04 0.06 0.3649
H -3.1797 -0.3332 -2.7115 -0.11 0.06 0.03 0.4615
H -0.2864 0.6955 -2.5900 0.13 0.14 0.06 0.3412
H -0.7416 1.5713 -1.0859 0.33 -0.07 -0.15 0.1026
H -1.8489 1.5005 -2.3943 -0.18 -0.31 -0.09 0.4397
H -1.7195 -0.9093 3.0260 0.05 -0.07 0.05 0.4241
H -0.1766 -0.4118 2.2871 -0.03 -0.11 0.05 0.2880
H -1.6647 0.3996 1.8319 -0.10 -0.14 0.08 0.3052
H -2.4485 -3.1920 1.9486 -0.14 0.16 0.21 0.3508
H -3.4909 -1.8051 1.4550 -0.04 -0.08 0.16 0.3827
H -2.8230 -2.9164 0.2644 0.04 0.06 0.03 0.4136
H -0.5167 -3.9050 0.6336 -0.05 -0.13 -0.04 0.2794
H -0.2684 -4.7757 -0.9088 -0.17 -0.04 0.03 0.3559
H 0.9874 -3.7165 -0.2626 -0.10 -0.03 -0.05 0.3031
H -0.8234 -1.8857 -3.0007 0.08 -0.03 -0.13 0.3229
H -0.7737 -3.6680 -2.9652 -0.12 0.10 -0.03 0.3516
H 0.7062 -2.7692 -2.6867 -0.04 0.22 -0.03 0.3261
C 1.7058 2.5909 -0.2991 0.18 0.07 -0.90 -0.5018
C 1.3775 3.5025 -1.4008 -0.17 0.12 -0.07 0.3755
N 1.1313 4.1909 -2.2893 0.02 -0.18 0.24 -0.4837
H 2.7643 2.7333 -0.0948 -0.07 -0.03 0.38 0.2634
H 1.5440 1.5726 -0.6557 -0.04 -0.08 0.25 0.1394
H 1.0817 2.7910 0.5647 0.10 0.04 0.13 0.2333
C 5.0335 4.3945 3.5938 -0.01 -0.16 0.00 -0.7929
C 4.1890 4.5988 2.4256 0.02 0.08 0.08 0.3641
N 3.5257 4.7592 1.5051 -0.09 0.00 -0.12 -0.3475
H 4.6887 3.5145 4.1345 0.05 0.00 0.02 0.2560
H 4.9854 5.2540 4.2569 0.01 0.06 -0.02 0.2700
H 6.0601 4.2346 3.2707 0.03 0.02 0.07 0.2640



40
Properties=species:S:1:pos:R:3:forces:R:3:mulliken_charge:R:1 method="wB97M-V/def2-TZVPD" smiles="CCCCCCCCO[P@@](=O)(O)OCNC" total_charge=0 lumo_energy_ev=0.0 homo_ev=-9.951 total_energy_ha=-1092.32922 orbital_gap_ev=9.97 relative_energy_ev=7.253
C -2.5468 4.8562 -0.1500 0.27 0.57 0.19 -0.8481
C -1.4430 3.6355 0.0871 -1.04 0.89 -0.78 -0.3578
C -1.9387 2.3688 -0.8335 0.18 -0.56 1.09 -0.7167
C -1.2516 0.9145 -0.3754 -0.50 1.11 -0.39 0.0353
C -2.4914 -0.1599 -0.3078 0.74 -0.50 -0.66 -0.7352
C -2.0658 -1.7224 -0.5694 -1.31 -0.99 0.36 -0.7293
C -1.4165 -2.4883 0.7296 1.02 0.77 -0.22 -0.5718
C 0.2225 -2.5710 0.4464 -1.94 1.10 0.63 0.3394
O 0.5994 -3.7721 -0.3380 3.18 3.34 -0.06 -0.3700
P 2.1931 -3.3457 -0.9795 1.96 -6.95 -1.54 0.8344
O 2.9022 -4.7528 -1.3201 -2.72 6.17 1.45 -0.6647
O 1.9800 -2.5172 -2.4960 -1.00 0.15 3.61 -0.4866
O 3.1308 -2.4862 0.2092 -2.58 0.60 -3.42 -0.3000
C 3.2755 -1.0578 -0.1110 0.92 2.19 0.74 0.2150
N 4.1002 -0.4543 1.0457 -1.51 0.65 -1.46 -0.4494
C 3.1914 -0.0220 2.1874 0.20 0.92 0.60 -0.6238
H -2.7274 5.4757 0.8507 0.44 -1.35 -2.17 0.2616
H -2.1042 5.6140 -0.9499 -1.21 -1.62 1.60 0.2252
H -3.6040 4.4430 -0.5057 2.39 0.88 0.70 0.2674
H -0.4030 4.0481 -0.2562 -1.86 -0.98 0.76 0.2521
H -1.4219 3.4255 1.2381 0.04 -0.06 -2.29 0.2909
H -3.1096 2.2566 -0.6325 2.55 0.33 -0.69 0.3097
H -1.7124 2.5188 -1.9805 -0.68 -0.02 2.36 0.1974
H -0.4276 0.6544 -1.1871 -1.73 0.20 1.72 0.0892
H -0.7151 1.1015 0.6560 -1.08 -0.68 -1.97 0.1842
H -3.0020 -0.0889 0.7467 0.82 -0.06 -2.13 0.2214
H -3.2601 0.1300 -1.1732 1.62 -0.58 2.03 0.3808
H -1.3351 -1.8800 -1.4867 -1.59 0.53 1.76 0.3075
H -3.0777 -2.3030 -0.8206 2.20 1.29 0.32 0.3209
H -1.5479 -1.8207 1.7042 0.25 -1.36 -2.06 0.3224
H -1.8979 -3.5361 0.9627 1.14 2.04 -0.69 0.3355
H 0.7516 -2.4995 1.4905 -0.58 -0.29 -2.26 0.1428
H 0.4517 -1.6372 -0.2613 -0.41 -1.56 1.96 -0.3076
H 1.1950 -1.8903 -2.4803 1.23 -0.99 0.06 0.3821
H 2.2769 -0.4489 -0.1361 1.23 -1.56 -0.08 -0.0120
H 3.8291 -0.8391 -1.1325 -0.96 -0.89 2.14 0.2516
H 4.4404 0.4658 0.6332 -0.25 -1.65 0.72 0.3008
H 3.8650 0.3378 3.0919 -1.36 -0.77 -1.93 0.2681
H 2.5952 0.9153 1.7986 0.58 -1.84 1.12 0.2479
H 2.4996 -0.8680 2.6055 1.33 1.55 -1.14 0.1894



41
Properties=species:S:1:pos:R:3:forces:R:3:mulliken_charge:R:1 method="wB97M-V/def2-TZVPD" smiles=COCCO[Si](C)(OCCOC)OCCOC total_charge=0 lumo_energy_ev=0.7 homo_ev=-9.423 total_energy_ha=-1136.39745 orbital_gap_ev=10.15 relative_energy_ev=0.602
C 3.3544 -0.6355 -0.2556 0.25 0.03 0.43 -0.4583
O 3.0882 -1.1166 -1.5361 0.67 -0.60 -0.89 -0.4860
C 1.7417 -0.9143 -1.8671 0.13 -0.03 -0.42 -0.0336
C 0.8548 -1.5921 -0.8565 -0.74 -0.30 0.25 -0.5944
O 0.7254 -0.8712 0.3643 -1.60 1.23 0.30 -0.2298
Si -0.4539 0.3246 0.5416 0.24 0.10 -0.55 0.2092
C 0.0811 1.5227 1.8494 -1.23 -0.63 -0.08 -1.0546
O -0.4552 1.2169 -0.8728 0.24 -1.68 0.99 -0.0176
C -1.5532 1.7311 -1.5719 -0.71 -0.23 -0.14 -0.4246
C -1.2479 1.8872 -3.0713 2.00 -0.30 0.89 -0.4483
O -0.2950 2.9150 -3.3710 -0.82 0.35 0.17 -0.4443
C 0.9759 2.7099 -2.7950 0.21 -0.26 1.04 -0.4415
O -2.0141 -0.2775 0.7956 1.22 0.37 0.10 -0.4370
C -2.4051 -1.4937 1.4340 1.00 -0.59 -0.93 -0.3320
C -2.3906 -1.4954 2.9466 -0.26 1.00 -0.01 -0.6911
O -1.2143 -1.0788 3.5781 0.24 0.41 0.13 -0.3705
C -0.1388 -1.9691 3.3892 0.42 0.57 -0.45 -0.3865
H 2.8129 -1.2150 0.4874 0.34 0.04 0.27 0.1204
H 3.0179 0.3884 -0.1927 -0.17 0.62 0.28 0.1644
H 4.4162 -0.6514 -0.0515 0.29 -0.22 -0.20 0.3616
H 1.5495 -1.3105 -2.8751 0.24 -0.20 0.31 0.3651
H 1.5866 0.1561 -1.9452 -0.50 0.28 0.28 -0.0510
H 1.3110 -2.5475 -0.5784 -0.07 -0.05 -0.26 0.3056
H -0.1491 -1.7864 -1.2457 0.08 -0.09 -0.29 0.4490
H 0.6765 1.0201 2.5751 0.45 -0.33 0.79 0.3548
H 0.6039 2.3953 1.5028 0.15 0.28 -0.39 0.3962
H -0.8701 1.8089 2.3209 0.35 0.19 0.14 0.2560
H -2.4096 1.0251 -1.4126 0.32 0.82 -0.37 0.3051
H -1.7468 2.7039 -1.1049 -0.52 0.05 -0.43 0.2895
H -0.8025 0.9558 -3.4651 -0.44 -0.11 0.22 0.2466
H -2.1403 2.1097 -3.5968 -0.83 0.35 -0.57 0.4083
H 1.5777 3.6188 -2.8601 -0.30 0.04 -0.29 0.3462
H 1.5066 1.9073 -3.3189 0.05 -0.07 0.02 0.2348
H 0.8829 2.4437 -1.7124 0.35 0.31 -1.06 0.0911
H -3.3686 -1.7681 1.0096 -0.36 0.15 0.43 0.3990
H -1.7512 -2.3007 1.0870 0.25 0.01 -0.04 0.2193
H -2.6550 -2.4522 3.3335 -0.32 -1.25 -0.04 0.4567
H -3.1434 -0.8329 3.3123 -0.61 0.70 0.20 0.3110
H -0.4630 -2.9929 3.5268 -0.04 -0.45 -0.07 0.3640
H 0.2621 -1.7906 2.3820 0.21 -0.58 0.25 0.0231
H 0.6423 -1.7480 4.1203 -0.18 0.09 -0.02 0.2240



41
Properties=species:S:1:pos:R:3:forces:R:3:mulliken_charge:R:1 method="wB97M-V/def2-TZVPD" smiles="CCOCCOCOC(=O)O.CCO.CCO" total_charge=0 lumo_energy_ev=0.6 homo_ev=-9.710 total_energy_ha=-922.04663 orbital_gap_ev=10.27
C -0.4059 2.1833 -0.7844 -0.06 -0.17 -0.07 -0.5759
C -1.7314 1.5957 -1.2793 0.14 -0.03 0.07 -0.4156
O -2.4758 1.0144 -0.2179 -0.17 0.02 -0.07 -0.4802
C -2.0715 -0.3247 0.0415 -0.08 0.36 0.11 0.1354
C -2.8688 -0.8487 1.2258 -0.06 -0.10 -0.18 -0.7770
O -2.0930 -1.0448 2.4090 -0.02 0.08 0.05 -0.4347
C -1.4962 0.1091 2.8950 -0.08 0.08 -0.04 -0.2171
O -0.0799 -0.0779 3.0634 0.23 0.09 0.05 -0.3902
C 0.4557 -1.2404 2.6436 -0.09 0.21 -0.11 0.8019
O 0.5461 -2.2349 3.2882 -0.01 -0.27 0.11 -0.5303
O 0.9601 -1.0980 1.3954 -0.36 0.03 -0.12 -0.3635
H -0.1432 1.7005 0.1587 0.07 0.07 0.01 -0.0964
H 0.4080 1.9875 -1.4840 -0.01 0.11 -0.03 0.3139
H -0.4680 3.2573 -0.6193 0.02 -0.02 0.07 0.3639
H -1.5481 0.8330 -2.0452 -0.05 0.02 -0.03 0.2644
H -2.3711 2.3613 -1.7174 0.03 0.01 0.00 0.3265
H -2.2558 -0.9430 -0.8403 0.10 0.00 -0.02 0.4769
H -1.0031 -0.3336 0.2860 -0.03 -0.24 -0.11 -0.0005
H -3.6972 -0.1594 1.4146 0.02 0.00 0.05 0.3354
H -3.2914 -1.8245 0.9974 0.06 -0.05 0.08 0.3098
H -1.6380 0.9502 2.2124 0.04 -0.01 0.00 0.3197
H -1.8818 0.3595 3.8840 0.01 -0.08 0.03 0.3234
H 1.0891 -1.9900 1.0480 0.32 -0.06 0.11 0.2364
C 0.3085 -3.6898 -3.1543 -0.06 0.02 -0.03 -1.2276
C -0.2296 -3.1690 -1.8362 -0.02 -0.03 0.01 0.0829
O -1.6462 -3.0291 -1.8427 0.01 -0.04 0.00 -0.5045
H 0.0168 -3.0290 -3.9706 0.02 0.01 0.01 0.3177
H 1.3968 -3.7582 -3.1307 0.00 -0.01 0.01 0.3308
H -0.0888 -4.6848 -3.3674 0.03 -0.01 0.01 0.3438
H 0.1599 -2.1696 -1.6349 -0.01 0.00 0.02 0.1728
H 0.0780 -3.8252 -1.0134 0.03 0.02 0.01 0.2389
H -2.0365 -3.8940 -2.0057 0.01 0.02 0.00 0.2845
C 3.2453 2.1829 0.8435 -0.10 0.01 0.01 -0.5536
C 3.6537 3.3241 -0.0671 -0.01 0.04 0.07 -0.3803
O 2.7453 4.4191 -0.0024 0.00 -0.02 -0.01 -0.5051
H 2.2420 1.8379 0.5936 0.02 -0.03 -0.01 -0.0788
H 3.9346 1.3418 0.7557 0.02 0.01 0.00 0.3304
H 3.2344 2.5037 1.8880 0.04 -0.01 0.00 0.3288
H 3.6506 3.0040 -1.1089 0.01 0.01 -0.01 0.2815
H 4.6673 3.6631 0.1736 0.02 -0.03 -0.03 0.3137
H 2.7293 4.7399 0.9049 -0.02 0.00 -0.02 0.2979



42
Properties=species:S:1:pos:R:3:forces:R:3:mulliken_charge:R:1 method="wB97M-V/def2-TZVPD" total_charge=-1 lumo_energy_ev=2.8 homo_ev=-2.238 total_energy_ha=-851.85103 orbital_gap_ev=4.99
C 0.2161 -4.6696 -3.8923 -0.38 0.25 -0.17 -1.1192
C 0.5503 -3.4957 -4.8216 0.70 -0.51 0.29 -0.5300
C 1.5987 -2.5239 -4.2194 -0.46 0.92 -0.76 -0.2296
N 0.9677 -1.2621 -3.8498 0.02 -1.06 1.03 -0.6471
B 1.2952 -0.8572 -2.5578 -0.46 -0.35 -1.88 0.3517
O 0.2696 -0.4711 -1.6482 0.04 0.18 1.14 -0.4661
O 2.6384 -0.8506 -2.1202 -0.29 0.46 1.00 -0.4579
C 2.9265 -0.3376 -0.8387 0.55 -0.10 -0.30 -0.4248
H -0.0794 -5.5534 -4.4536 -0.11 -0.20 -0.05 0.3513
H -0.6156 -4.4065 -3.2418 -0.06 -0.01 0.22 0.2317
H 1.0566 -4.9374 -3.2607 0.23 -0.08 0.07 0.3224
H 0.9345 -3.9091 -5.7565 0.00 -0.02 -0.21 0.3262
H -0.3413 -2.9209 -5.0290 -0.17 0.18 -0.16 0.3362
H 2.0707 -3.0306 -3.3687 0.23 -0.11 0.08 0.1101
H 2.3910 -2.4033 -4.9827 0.11 0.02 -0.02 0.1992
H -0.4003 -1.1667 -1.7025 0.19 0.59 -0.43 0.1845
H 3.5022 -1.0756 -0.2782 -0.01 -0.14 0.22 0.2509
H 3.5687 0.5406 -0.9369 0.08 0.18 -0.03 0.2228
H 2.0518 -0.0415 -0.2678 -0.22 -0.15 0.02 0.0506
C -1.0828 -0.7442 4.3190 -0.07 0.09 -0.03 -0.7677
O -1.2231 0.5973 3.9159 0.09 -0.09 -0.12 -0.2566
C -0.1035 1.3869 4.2770 -0.30 0.05 0.08 -0.5874
C 0.0041 2.6089 3.3910 0.17 0.05 -0.06 -0.4031
O 0.5755 2.3451 2.1243 -0.06 0.00 0.04 -0.4756
C -0.2526 1.6946 1.1595 0.19 0.02 -0.15 0.1541
C -1.2918 2.6005 0.5469 -0.22 -0.20 0.04 -0.7416
O -2.4079 2.7638 1.4190 0.12 0.19 0.15 -0.2331
C -3.1473 3.9192 1.1166 -0.02 -0.16 0.01 -0.7928
H -0.9888 -0.8232 5.4096 0.05 -0.06 0.00 0.3176
H -1.9753 -1.2790 4.0006 -0.03 0.02 0.01 0.2297
H -0.2109 -1.2058 3.8420 0.03 -0.02 0.07 0.3278
H 0.8206 0.8028 4.1954 0.02 0.01 -0.01 0.3507
H -0.2334 1.7091 5.3213 0.17 0.00 0.02 0.4014
H 0.6987 3.3013 3.8746 0.00 0.00 0.01 0.3928
H -0.9601 3.1139 3.2993 -0.10 -0.14 0.03 0.1934
H -0.7060 0.7921 1.5692 -0.12 0.05 0.04 0.1921
H 0.4211 1.3859 0.3603 -0.02 -0.02 0.00 -0.0180
H -1.6439 2.1529 -0.3901 0.12 0.06 -0.08 0.4352
H -0.8375 3.5755 0.3320 0.01 0.00 -0.02 0.3481
H -2.5287 4.8200 1.2188 -0.03 0.03 -0.08 0.3271
H -3.9726 3.9805 1.8249 -0.02 -0.02 0.00 0.2316
H -3.5552 3.8743 0.0993 0.01 0.09 -0.01 0.3114



44
Properties=species:S:1:pos:R:3:forces:R:3:mulliken_charge:R:1 method="wB97M-V/def2-TZVPD" total_charge=-2 lumo_energy_ev="4.2 / 4.2" homo_ev="1.291 / 1.287" spin_multiplicity=4 total_energy_ha=-2359.99201 orbital_gap_ev="2.87 / 2.87" relative_energy_ev=0.000
Co -0.9132 0.2747 -0.7942 -2.28 0.74 0.01 1.3069
O -4.6465 0.5578 2.3836 0.71 1.16 0.45 -0.9001
C -3.4467 0.4800 3.0078 -0.69 -1.72 -1.08 -0.5710
C -2.0719 0.6797 2.2405 0.37 1.41 -1.31 -0.4244
O -2.0222 0.3930 0.8881 0.51 -0.95 0.24 -0.3583
H -3.3717 -0.5978 3.3168 0.52 -0.21 0.64 0.0951
H -3.2824 1.0948 3.9297 -0.10 0.22 0.29 0.2044
H -1.2897 0.1946 2.8789 -0.02 -0.60 0.04 0.0958
H -1.7276 1.7461 2.3312 -0.50 0.29 0.35 -0.1316
O -2.6892 0.8572 -1.9008 1.98 0.50 -0.68 -0.7509
C -2.2548 0.8563 -3.2303 -1.11 -1.59 1.57 -0.5531
C -0.7493 1.0747 -3.5057 -1.00 1.77 -0.05 -0.5157
O 0.1249 0.5508 -2.5893 -0.29 -0.91 0.10 -0.6064
H -2.9094 1.5130 -3.8341 0.40 0.36 -0.39 0.3602
H -2.4890 -0.1728 -3.6162 0.12 -0.23 -0.46 0.0612
H -0.6566 2.1861 -3.5503 0.26 0.19 0.20 0.1992
H -0.6738 0.8236 -4.5864 0.68 -0.63 0.00 0.2954
C -0.6399 3.4174 0.2161 0.38 0.56 -0.56 -1.0063
O 0.0721 2.2805 -0.2323 0.81 0.39 0.12 -0.0197
C 1.1096 1.9432 0.6403 -0.14 -2.19 1.16 -0.6490
C 1.7803 0.6478 0.1597 0.61 0.73 -1.82 -0.7663
N 0.8737 -0.5275 0.1427 1.64 0.11 0.68 0.0088
C 1.5091 -1.6674 -0.5261 -0.32 -0.25 -1.28 -0.9706
C 2.8100 -2.1507 0.0434 0.88 -1.03 0.03 -0.5081
O 2.6413 -2.6188 1.3747 -0.36 0.57 0.57 -0.2292
C 3.6092 -3.5221 1.8151 -0.50 -0.69 -0.25 -0.8186
H -0.9898 3.3319 1.2450 -0.52 -0.42 -0.21 0.3300
H -1.3843 3.5855 -0.5571 -0.52 -0.15 0.47 0.2227
H 0.0112 4.3100 0.2063 0.26 -0.14 -0.10 0.3234
H 0.6640 1.6444 1.6045 -0.01 0.68 0.22 0.3652
H 1.8818 2.7063 0.7801 -0.15 0.29 -0.14 0.3863
H 2.7376 0.4100 0.6358 -0.22 0.31 0.79 0.4543
H 2.1187 0.8946 -0.8572 -0.50 -0.48 -0.26 0.3756
H 0.9064 -0.8125 1.1227 -1.10 0.08 0.05 0.3437
H 1.6317 -1.4754 -1.5988 0.25 0.68 0.14 0.4031
H 0.8285 -2.5186 -0.6180 -0.27 0.16 0.76 0.2966
H 3.6441 -1.4400 -0.0090 -0.17 0.24 0.10 0.3538
H 3.1561 -3.0264 -0.5319 -0.18 0.16 -0.30 0.4765
H 4.5910 -3.0899 2.0180 0.14 0.17 -0.23 0.2712
H 3.6610 -4.3410 1.0856 0.53 0.03 -0.14 0.3364
H 3.2652 -4.0177 2.7236 -0.16 0.37 0.19 0.2576
O -1.5897 -1.8546 -1.3215 0.35 -0.83 -0.03 -0.5121
H -2.0358 -2.4603 -0.7193 -0.19 0.43 0.17 0.2384
H -1.7938 -2.1605 -2.2114 -0.09 0.43 -0.06 0.2293